Entry w
DFT (ωB97M-V/def2-TZVPD) results for an isolated molecule of C30H32N4O5.

Last column: natural (NBO) charge in e.
Atoms and positions in Å:
O -3.27 3.36 1.55  -0.6241
H 1.71 0.65 2.88  0.2369
H -6.18 1.25 -1.29  0.1882
O 0.40 0.18 -1.85  -0.6679
C -1.98 -2.30 -0.45  -0.1651
H -5.37 0.88 0.25  0.2165
H -3.75 -4.25 2.79  0.1733
C -3.52 1.14 -2.45  -0.2289
H -4.98 3.29 -1.56  0.1877
O 3.43 -0.11 1.17  -0.5167
C 5.45 0.20 0.00  0.2592
C -4.69 2.71 -0.68  -0.2448
C 4.84 -1.92 -1.70  -0.2120
C -2.44 -1.16 -1.07  -0.3554
C 6.82 1.97 0.79  -0.2506
H -5.07 3.20 0.22  0.2568
C 1.59 2.37 0.80  -0.2425
C 2.11 -0.66 1.22  0.4321
H 2.71 -3.33 -0.84  0.2215
H 2.65 2.21 0.84  0.2344
H 2.85 -2.65 1.58  0.2301
C 0.74 1.30 0.54  0.2445
H -0.75 4.80 1.06  0.2227
H 4.60 -2.75 -2.35  0.2089
C -5.22 1.26 -0.76  -0.2153
N -4.26 0.42 -1.45  -0.4480
H 0.55 -0.67 2.70  0.2264
N 1.59 -1.66 -1.35  -0.6334
C -3.74 -0.70 -0.83  0.2897
H 6.91 2.47 -0.18  0.1767
C 6.32 -0.17 -1.00  -0.2845
N 1.26 0.00 0.25  -0.5381
C -1.16 2.75 0.64  -0.1198
C -2.64 2.95 0.59  0.6763
C -0.32 3.82 0.92  -0.1756
H -1.27 0.63 0.32  0.2377
H -1.77 -0.63 -1.72  0.2381
H 1.16 -2.58 1.03  0.2328
H -1.62 1.85 -1.62  0.2455
H -0.97 -2.63 -0.64  0.2102
C 1.06 -0.44 -1.04  0.8103
C 2.15 -2.15 0.91  -0.4272
C 4.24 -0.51 0.15  0.3177
H 7.25 0.36 -1.14  0.2206
H -4.25 1.61 -3.12  0.1940
C -4.58 -4.42 2.10  -0.2496
C 3.94 -1.57 -0.69  -0.1177
C -4.08 -2.60 0.65  0.3236
C -2.62 2.23 -1.82  -0.2317
H -5.45 -4.76 2.66  0.1981
N -3.25 2.68 -0.59  -0.4337
H 1.70 4.46 1.23  0.2151
H -2.53 3.08 -2.51  0.1886
H 2.17 -0.99 3.34  0.2222
H -5.58 -1.19 0.20  0.2205
H 1.59 -1.86 -2.34  0.4127
C -4.55 -1.46 0.02  -0.3382
H 6.72 -1.51 -2.62  0.2156
C -2.77 -3.03 0.42  -0.3542
C 1.59 -0.40 2.63  -0.6227
C 2.62 -2.28 -0.54  -0.0654
C 1.04 3.62 1.01  -0.2074
H -4.30 -5.20 1.38  0.1743
O 5.63 1.22 0.88  -0.4839
H 6.76 2.72 1.58  0.2025
C -0.63 1.48 0.49  -0.2162
C 6.02 -1.23 -1.85  -0.2123
H -2.38 -3.92 0.90  0.2127
H 7.70 1.34 0.95  0.1765
O -4.98 -3.24 1.46  -0.4957
H -2.92 0.46 -3.05  0.2277

The net charge is 0. The HOMO energy is -7.5284 eV. Its SMILES is COc1cccc(N2CCN(C(=O)c3cccc(N4C(=O)N[C@@H]5C[C@@]4(C)Oc4c(OC)cccc45)c3)CC2)c1. The calculation puts the gap between HOMO and LUMO at 8.1 eV.

=====

Entry x
DFT (ωB97M-V/def2-TZVPD) results for a structure of composition C30H32N4O5.

Last column: Löwdin charge in e.
Atoms and positions in Å:
H -2.95 -1.40 2.33  0.1133
C -0.13 0.33 3.20  0.0606
H 2.52 -3.09 10.11  0.1038
H -0.47 -3.46 8.12  0.1635
N 0.35 -1.80 10.53  -0.0393
H -1.36 -3.31 2.62  0.1052
H -6.39 -4.12 8.62  0.1019
H 3.42 -1.94 9.10  0.0705
C 1.31 -1.53 7.11  0.0140
C -1.47 0.08 2.82  -0.1530
H 9.22 0.55 4.77  0.0846
H -4.49 -5.40 7.60  0.1034
C -4.08 -1.62 8.40  -0.0384
C -1.66 -1.68 7.71  -0.0806
H 3.13 -0.71 7.82  0.0617
H -3.94 -0.55 8.61  0.1146
N 0.77 -1.76 8.31  0.0247
H -1.70 -0.64 8.06  0.1325
H 4.67 0.58 7.64  0.1025
C 6.51 0.14 4.26  -0.0236
H 0.72 -1.87 6.25  0.1410
H 2.12 0.60 8.88  0.0758
H 2.27 -0.28 4.87  0.0006
C -5.29 -2.26 8.67  -0.0741
H -2.32 -4.25 7.13  0.1123
C 2.70 -2.02 9.92  0.0075
C 1.49 0.20 9.69  0.0130
H -6.12 -1.69 9.11  0.1045
C 4.47 -0.16 5.59  -0.1737
H -1.39 -1.66 6.63  0.1194
H 1.94 0.47 10.65  0.0886
C -3.17 -3.70 7.56  -0.0433
O -1.68 -2.88 10.60  0.0883
H 3.14 -1.56 10.81  0.0926
H 2.84 -1.32 3.37  0.1261
C 1.37 -1.33 9.60  -0.4591
C 0.78 -0.72 3.28  -0.1820
C 5.18 0.43 6.69  -0.0123
O 3.61 0.70 2.19  0.0093
H 7.03 0.05 3.30  0.1256
C -5.44 -3.62 8.39  -0.0847
H 1.36 -2.14 12.34  0.0940
H 0.58 -0.55 12.20  0.0933
C -1.92 -1.24 2.61  -0.0185
C 0.33 -2.04 3.07  -0.0385
C -0.74 -2.41 9.98  -0.3644
O 2.35 1.86 3.59  0.0363
C 2.21 -0.48 3.67  -0.1280
C -3.01 -2.35 7.89  -0.2349
C -1.01 -2.29 2.76  -0.0766
C -0.54 -2.41 8.46  -0.1586
C 3.10 -0.54 5.71  -0.0017
H 0.49 0.66 9.61  0.1041
O -3.55 0.88 2.26  0.0463
H 8.93 1.68 6.11  0.0744
C 7.16 0.77 5.33  -0.2727
C -4.38 -4.34 7.83  -0.0743
H 4.79 -0.90 3.56  0.0958
H 8.55 2.14 4.44  0.0900
N -2.39 1.15 2.63  -0.3178
C 0.48 -1.61 11.96  -0.0080
C 5.22 -0.34 4.39  -0.0195
O -2.00 2.33 2.83  0.0615
C 8.54 1.31 5.15  -0.0555
N 2.76 0.79 3.09  -0.3563
C 2.55 -0.92 6.92  -0.0610
H 0.18 1.35 3.40  0.1115
H 7.01 1.32 7.40  0.1131
C 6.49 0.87 6.56  -0.0404
H -0.42 -2.01 12.45  0.0983
H 1.05 -2.86 3.16  0.1108

The net charge is 0. The HOMO energy is -6.2173 eV. The calculation puts the gap between HOMO and LUMO at 4.7 eV.

=====

Here are the energies relative to the best structure, in eV: entry w 0.000; entry x 11.454.

=====

Entry w
DFT (ωB97M-V/def2-TZVPD) results for a structure of composition C7H14O2.

Last column: natural (NBO) charge in e.
Atoms and positions in Å:
H -0.01 -1.22 0.97  0.3533
H 2.42 -0.02 0.18  0.1920
O -1.27 -0.27 1.36  -0.8199
H 0.22 -1.99 -0.56  0.2258
C -2.41 -0.18 -1.92  -0.2900
H 1.33 1.03 2.37  0.1792
C -2.46 -0.31 -0.73  -0.0019
H 1.57 -2.21 0.61  0.2284
H -2.37 -0.05 -2.97  0.2330
C 1.45 -0.26 -0.26  0.1979
C 0.86 -1.51 0.18  -0.7823
C 1.36 0.07 -1.72  -0.6528
C 1.19 1.72 1.53  -0.2566
H 1.99 -0.62 -2.28  0.2256
H -2.93 -1.42 0.98  0.1927
H 0.58 2.56 1.87  0.2000
H 0.33 -0.04 -2.06  0.2364
C -2.52 -0.44 0.73  -0.1354
H -3.23 0.31 1.10  0.1871
H -0.50 0.57 0.90  0.5133
H 2.17 2.10 1.21  0.1757
O 0.54 1.09 0.44  -0.6235
H 1.69 1.09 -1.92  0.2219

The net charge is 0. The HOMO energy is -8.8629 eV. The calculation puts the gap between HOMO and LUMO at 9.8 eV.

=====

Entry x
DFT (ωB97M-V/def2-TZVPD) results for a cluster of 3 separate species, C7H14O2 in total.

Last column: natural (NBO) charge in e.
Atoms and positions in Å:
H 1.43 2.86 0.78  0.2243
H -0.41 -2.94 0.67  0.4728
O -0.19 -3.16 -0.24  -0.9496
O 1.73 -1.28 -2.55  -0.9627
H 0.72 2.20 2.04  0.2221
H -2.36 -1.44 -0.19  0.2063
H -3.07 1.54 -0.72  0.2067
H -0.55 2.43 -0.74  0.2051
H 2.34 0.55 2.70  0.1850
C -2.46 0.70 -0.40  -0.2019
C 1.59 0.64 0.76  -0.1443
C -2.64 -0.57 -0.76  -0.4076
H 2.90 -0.78 1.74  0.2028
C -1.40 1.07 0.59  -0.2264
C 0.88 1.94 0.98  -0.4961
H 0.19 -2.38 -0.64  0.4777
H -1.43 0.50 1.51  0.2071
H -3.34 -0.72 -1.57  0.1962
C 2.13 -0.01 1.78  -0.4329
H 1.82 -2.24 -2.38  0.4825
H 1.07 -1.10 -3.26  0.4840
C -0.42 1.87 0.17  -0.1678
H 1.48 0.33 -0.27  0.2168

The net charge is 0. The HOMO energy is -8.9369 eV. Its SMILES is C=C/C=C/CC=C.O.O. The calculation puts the gap between HOMO and LUMO at 9.6 eV.

=====

Here are the energies relative to the best structure, in eV: entry w 1.476; entry x 0.000.

=====

Entry w
DFT (ωB97M-V/def2-TZVPD) results for a cluster of 5 separate species, C3H14O4 in total.

Last column: Löwdin spin population.
Atoms and positions in Å:
H -1.37 -0.28 -0.39  0.0236
H -0.25 -1.54 -0.64  0.0007
H -0.73 1.51 1.43  -0.0003
H 1.26 2.24 -0.99  0.0002
H -1.87 -1.94 -0.16  0.0302
H 0.72 1.00 1.17  0.0039
H -2.73 1.44 -1.22  0.0000
C -0.57 -1.08 1.40  0.2995
H 1.17 -1.37 2.73  0.0171
H 1.83 -0.58 -1.99  0.0000
H 2.02 -0.88 -0.62  0.0008
O 1.94 -1.38 -1.44  0.0014
O 0.19 1.78 1.37  0.0422
H 0.81 1.73 -2.39  0.0000
C 0.71 -1.53 1.76  0.4722
H -1.29 -0.53 2.00  0.0043
C -1.05 -1.25 0.05  0.0763
H -1.22 1.38 -0.84  0.0001
O 1.20 1.45 -1.55  0.0002
H 1.29 -2.00 0.97  0.0179
O -2.05 1.82 -0.66  0.0096

The net charge is +1. The HOMO energy (alpha / beta) is -15.1943 / -15.1897 eV. The expectation value of S² is 0.75. The spin multiplicity is 2. The calculation puts the gap between HOMO and LUMO (alpha / beta) at 9.6 / 5.8 eV.

=====

Entry x
DFT (ωB97M-V/def2-TZVPD) results for a cluster of 4 separate species, C3H14O4 in total.

Last column: Löwdin spin population.
Atoms and positions in Å:
H -0.13 -2.16 -0.23  0.0002
H -1.52 -1.66 0.01  -0.0002
C 1.93 1.70 0.59  0.0643
H 1.93 -1.29 -0.99  0.0007
O -2.75 -1.64 -1.25  -0.0001
C -0.62 1.70 0.28  -0.0010
C 0.54 1.38 1.24  0.0892
H -0.74 0.93 -0.48  0.0007
H 2.26 0.87 -0.03  -0.0005
H -0.50 -1.47 1.17  -0.0012
O 0.51 0.09 1.79  0.8046
H -1.53 1.80 0.88  0.0002
H 2.80 1.77 1.25  -0.0001
O -0.79 -2.07 0.47  -0.0015
H -0.36 2.70 -0.06  -0.0006
H -2.65 -1.39 -2.17  0.0000
H 0.49 2.18 1.99  0.0381
H 1.98 2.63 0.01  0.0061
O 1.26 -1.93 -1.23  0.0011
H 1.55 -2.27 -2.07  0.0000
H -3.68 -1.85 -1.16  0.0000

The net charge is +1. The HOMO energy (alpha / beta) is -14.6643 / -14.2397 eV. The expectation value of S² is 0.75. The spin multiplicity is 2. The calculation puts the gap between HOMO and LUMO (alpha / beta) at 11.6 / 8.4 eV.

=====

Here are the energies relative to the best structure, in eV: entry w 1.759; entry x 0.000.

=====

Entry w
DFT (ωB97M-V/def2-TZVPD) results for a structure of composition C39H28ClMnN10O2P.

Last column: Löwdin spin population.
Atoms and positions in Å:
C 1.87 3.02 -1.17  0.0072
N 1.05 6.05 -2.28  0.0036
H -2.05 0.20 -0.28  -0.0001
C -3.21 1.63 0.84  -0.0001
H -0.20 -4.43 -0.20  0.0001
C 1.70 -4.60 -4.44  -0.0003
C 0.45 1.90 -4.22  -0.0001
C 4.52 -3.81 -1.57  0.0000
C 4.10 -2.91 -0.59  -0.0005
H 0.89 -3.77 -8.04  0.0000
N -0.86 1.35 0.96  -0.0025
C 0.01 1.24 -3.08  0.0005
C 0.40 -1.92 -1.29  -0.0014
Cl -4.71 1.12 0.14  0.0000
C 3.75 -1.61 -0.94  -0.0012
H 5.17 3.89 1.62  0.0000
O 1.61 0.69 2.21  0.0121
C 1.12 -3.36 -4.69  -0.0001
H 2.41 -6.42 -5.32  0.0000
C 4.31 2.05 0.98  -0.0004
H 3.56 -0.20 -2.55  -0.0001
C 1.12 -3.99 -7.00  0.0000
H -1.02 4.76 -3.84  0.0000
H -0.78 -3.12 3.66  0.0001
C 0.66 -2.84 -2.28  0.0001
C 4.51 0.84 0.32  -0.0028
P 3.14 -0.37 0.24  -0.0112
H 4.19 -1.15 2.33  -0.0002
C -0.18 -3.61 0.51  0.0003
C -2.04 0.99 0.46  -0.0005
C -0.74 3.73 -3.64  -0.0003
Mn 0.90 0.46 0.33  1.0061
C -0.22 -1.60 2.25  -0.0043
H 0.18 2.57 2.23  0.0001
C 2.30 -0.22 2.81  0.0008
C 5.34 2.96 1.11  0.0000
C 0.37 -0.18 -2.79  0.0002
C -1.19 3.07 -2.51  0.0000
H 7.39 3.40 0.65  0.0000
N -0.83 1.83 -2.23  0.0018
N 1.57 2.18 -0.42  -0.0010
C 0.66 -1.05 -3.83  0.0010
H -0.21 -0.78 2.96  -0.0003
C 4.61 -3.40 -2.90  -0.0003
H 0.34 -2.14 -6.30  0.0000
H 1.99 -4.90 -3.44  0.0000
C 3.83 -1.22 -2.28  -0.0005
C 1.95 -5.46 -5.50  0.0000
H 4.80 -4.81 -1.29  0.0000
C -1.93 3.02 2.27  -0.0001
H 7.77 1.25 -0.52  0.0000
H -4.07 3.17 2.05  0.0000
N 1.67 -5.17 -6.77  -0.0003
O 2.26 -0.45 4.01  -0.0001
C -3.16 2.66 1.76  -0.0007
H 1.13 1.44 -4.92  0.0000
N 0.31 -0.59 -1.51  0.0030
C 1.59 5.03 -2.13  0.0008
C 0.82 -3.06 -6.02  -0.0002
H 0.73 -3.89 -2.03  0.0000
C -0.52 -2.90 2.63  -0.0003
C -0.80 2.34 1.85  -0.0004
C 6.80 1.48 -0.09  -0.0001
H 0.72 -0.67 -4.83  0.0002
C 0.82 -2.41 -3.59  -0.0012
N 0.07 3.14 -4.51  0.0000
N 0.13 -1.32 1.00  -0.0053
H 4.34 -1.78 -4.28  0.0000
C 5.77 0.56 -0.21  -0.0008
N -0.50 -3.91 1.77  -0.0045
H 4.96 -4.09 -3.65  0.0000
H -1.87 3.55 -1.81  0.0000
C 6.59 2.68 0.56  -0.0003
C 4.27 -2.10 -3.25  0.0000
H 3.33 2.27 1.40  -0.0001
H -1.84 3.82 2.99  0.0000
H 5.95 -0.38 -0.73  -0.0001
H 4.06 -3.23 0.44  0.0000
N 2.25 3.89 -2.03  0.0082
C 0.13 -2.32 0.11  -0.0035
H 2.77 -2.11 1.92  0.0001
C 3.19 -1.10 1.91  -0.0001

The net charge is 0. The HOMO energy (alpha / beta) is -8.1572 / -7.9711 eV. The expectation value of S² is 0.78. The spin multiplicity is 2. The calculation puts the gap between HOMO and LUMO (alpha / beta) at 6.8 / 6.6 eV.

=====

Entry x
DFT (ωB97M-V/def2-TZVPD) results for a structure of composition C39H28ClMnN10O2P.

Last column: Löwdin spin population.
Atoms and positions in Å:
H -2.77 3.26 4.90  0.0000
C 6.81 0.94 4.40  0.0000
H 4.52 0.04 -4.25  0.0000
C 1.93 -1.02 1.22  -0.0012
O -0.79 1.47 -1.93  0.0065
H -6.30 -3.76 1.26  0.0000
N 1.44 0.15 0.82  0.0074
N 7.45 -0.21 4.58  -0.0001
N 1.43 -0.06 -1.94  -0.0073
C -4.92 -1.09 -0.30  -0.0009
H 3.29 3.76 0.84  0.0000
C 3.81 0.00 2.31  -0.0008
N -2.66 -5.11 -2.12  -0.0002
H -4.52 2.08 1.18  0.0000
C -3.76 2.75 3.06  -0.0001
H 1.58 -2.10 -1.98  -0.0002
C -1.66 -2.13 -2.83  0.0051
C -1.60 1.92 3.70  -0.0001
C 3.30 1.22 1.87  0.0005
H 3.40 -2.11 2.33  0.0000
C -0.40 3.69 0.25  0.0002
N 0.84 -4.57 0.68  -0.0044
C -2.53 -4.12 -2.71  0.0005
H 7.44 -2.23 4.18  0.0000
C -0.81 -3.01 -0.02  -0.0053
C 2.21 3.74 0.70  0.0001
C 3.13 -1.20 -3.15  0.0000
N -0.04 -1.96 0.25  -0.0015
H -1.79 -2.83 -0.44  -0.0001
O -2.18 3.10 -2.54  0.0047
N -0.99 -1.35 -2.29  -0.0031
C -3.10 1.32 -1.26  0.0001
C 6.91 -1.29 4.03  0.0000
H 3.58 -2.14 -3.45  0.0000
C -3.73 -1.00 0.40  -0.0022
C -1.95 2.05 -1.97  0.0025
H -0.16 5.81 -0.02  0.0000
C -3.69 2.04 1.88  -0.0002
C 1.91 1.11 -2.38  -0.0019
C -1.53 1.21 2.51  -0.0006
H -0.78 1.87 4.41  0.0000
C 3.09 -1.14 1.98  -0.0003
C -5.58 -2.98 1.03  -0.0006
C 1.59 -3.52 1.00  0.0011
C 1.49 2.56 0.77  0.0004
H 7.26 1.81 4.85  0.0000
H -6.77 -2.15 -0.55  0.0000
H -4.19 -3.60 2.54  0.0000
C 3.66 0.00 -3.60  -0.0003
C -0.37 -4.31 0.21  -0.0003
C 3.03 1.17 -3.20  -0.0004
C 2.02 -1.18 -2.33  -0.0005
C -3.48 -1.91 1.43  -0.0008
C 2.11 1.26 1.16  0.0012
H -1.46 3.68 0.04  0.0001
H -1.01 -5.15 -0.06  0.0000
H 1.38 2.00 -2.09  -0.0003
C 0.33 4.87 0.20  0.0001
H 5.18 2.04 3.60  0.0000
H 5.38 -2.20 2.86  0.0000
H -2.55 -1.84 1.99  -0.0002
C 5.07 -0.07 3.10  0.0000
C -5.85 -2.08 0.01  0.0000
H -0.66 0.61 2.29  -0.0005
N 1.64 4.90 0.42  -0.0001
H -3.85 2.05 -0.93  -0.0002
P -2.45 0.26 0.06  -0.0047
H -5.15 -0.39 -1.10  0.0000
N -2.40 -3.00 -3.41  0.0027
C -2.71 2.70 3.97  0.0000
C 5.74 -1.28 3.29  -0.0002
C 5.64 1.06 3.67  -0.0001
H 3.80 2.14 2.10  0.0001
N 0.18 2.53 0.53  0.0053
Mn -0.35 -0.10 -0.82  1.0042
H -4.64 3.35 3.28  0.0000
C -4.40 -2.90 1.74  0.0001
H 2.57 -3.74 1.39  0.0002
Cl 3.62 2.71 -3.70  -0.0002
C 1.15 -2.21 0.82  -0.0027
C -2.57 1.26 1.59  -0.0005
H -3.57 0.69 -2.02  -0.0002

The net charge is 0. The HOMO energy (alpha / beta) is -8.2935 / -8.0169 eV. The expectation value of S² is 0.87. The spin multiplicity is 2. The calculation puts the gap between HOMO and LUMO (alpha / beta) at 6.9 / 6.7 eV.

=====

Here are the energies relative to the best structure, in eV: entry w 0.000; entry x 0.621.